Entry 1:
ORCA calculation (ωB97M-V/def2-TZVPD) on a structure of composition C42H90AlN6O18 at a distorted geometry.

Positions of all 157 atoms, in Å:
Al -2.691 0.223 -0.347
C 0.649 -0.772 -0.338
C -0.315 0.269 -0.695
O -1.156 0.431 0.332
O -0.483 0.784 -1.792
H 1.043 -0.669 0.682
H 1.447 -0.647 -1.060
H 0.134 -1.717 -0.438
C -4.994 -1.621 -1.644
C -4.035 -0.561 -1.419
O -2.740 -0.690 -1.693
O -4.309 0.481 -0.712
H -5.482 -1.356 -2.573
H -5.636 -1.616 -0.773
H -4.434 -2.521 -1.889
C -0.934 -3.025 -3.750
C -0.374 -1.912 -4.695
O -0.743 -0.669 -4.203
O -2.379 -2.895 -3.720
H -0.467 -3.037 -2.741
H -0.803 -4.016 -4.213
H -0.718 -2.123 -5.700
H 0.708 -2.073 -4.664
H -0.009 -0.447 -3.638
H -2.470 -1.963 -3.484
C -0.270 4.300 0.695
C -1.007 3.734 1.914
O -2.304 3.467 1.388
O -0.610 3.603 -0.451
H 0.816 4.366 0.823
H -0.644 5.329 0.504
H -1.023 4.413 2.773
H -0.538 2.782 2.203
H -2.468 3.961 0.585
H -0.076 3.876 -1.198
C -3.129 1.867 -4.238
C -4.596 1.563 -3.929
O -4.992 2.308 -2.825
O -2.420 1.844 -3.030
H -3.105 2.892 -4.623
H -2.764 1.152 -5.001
H -4.771 0.469 -3.833
H -5.141 1.835 -4.825
H -5.014 1.856 -1.989
H -1.467 1.888 -3.228
C 0.920 5.200 -3.792
C 0.126 4.125 -4.479
O -1.183 4.507 -4.823
O 0.188 5.650 -2.687
H 1.038 6.071 -4.447
H 1.926 4.855 -3.507
H 0.142 3.225 -3.848
H 0.629 3.899 -5.416
H -1.507 4.985 -4.050
H 0.781 6.110 -2.076
C -1.192 -1.522 4.434
C 0.051 -2.028 3.709
O 0.547 -1.019 2.809
O -2.322 -1.228 3.536
H -0.950 -0.609 5.002
H -1.458 -2.317 5.142
H -0.218 -2.951 3.165
H 0.905 -2.256 4.394
H -0.202 -0.512 2.501
H -2.572 -2.126 3.220
C -4.529 0.763 2.013
C -5.115 2.228 1.953
O -4.839 2.549 0.620
O -3.230 0.816 1.357
H -5.153 -0.035 1.620
H -4.280 0.465 3.026
H -4.740 2.956 2.708
H -6.205 2.147 2.118
H -4.977 3.484 0.495
H -2.455 0.943 1.954
C -3.272 -3.314 0.978
C -2.281 -4.099 0.134
O -2.601 -5.441 0.272
O -3.075 -3.649 2.337
H -4.322 -3.514 0.718
H -3.091 -2.236 0.906
H -1.273 -3.889 0.568
H -2.314 -3.736 -0.898
H -2.055 -6.041 -0.261
H -2.955 -4.603 2.393
C 3.520 0.175 -3.841
C 3.596 -0.706 -5.100
C 3.586 0.126 -6.384
C 4.839 0.839 -6.545
N 5.879 1.313 -6.612
H 4.336 0.902 -3.747
H 3.561 -0.514 -2.976
H 2.570 0.731 -3.780
H 2.741 -1.399 -5.130
H 4.528 -1.278 -5.055
H 2.726 0.829 -6.407
H 3.477 -0.518 -7.251
C 5.056 2.650 2.131
C 4.140 1.604 1.597
C 3.963 1.731 0.067
C 3.378 3.001 -0.298
N 2.884 4.012 -0.534
H 5.269 2.479 3.181
H 4.533 3.599 1.976
H 5.969 2.599 1.530
H 3.172 1.688 2.097
H 4.497 0.572 1.746
H 3.409 0.887 -0.345
H 4.959 1.686 -0.414
C 1.891 0.780 5.529
C 3.253 1.397 5.560
C 3.161 2.991 5.693
C 2.460 3.505 4.508
N 1.911 3.697 3.524
H 1.452 0.836 4.533
H 1.199 1.277 6.225
H 1.980 -0.256 5.861
H 3.906 1.072 4.739
H 3.754 1.091 6.481
H 4.074 3.596 5.772
H 2.563 3.182 6.584
C -1.710 2.210 4.859
C -2.409 1.487 5.996
C -3.162 2.490 6.926
C -4.106 3.298 6.184
N -4.836 3.873 5.527
H -2.416 2.812 4.288
H -1.306 1.447 4.201
H -0.886 2.813 5.255
H -1.693 0.905 6.587
H -3.165 0.764 5.664
H -2.420 3.142 7.379
H -3.722 2.048 7.753
C 2.745 -4.595 3.446
C 3.498 -3.622 2.536
C 3.243 -3.975 1.068
C 4.040 -3.153 0.152
N 4.683 -2.494 -0.513
H 3.081 -5.636 3.373
H 1.697 -4.605 3.207
H 2.805 -4.309 4.513
H 4.564 -3.701 2.753
H 3.171 -2.660 2.901
H 2.192 -3.803 0.827
H 3.469 -5.029 0.869
C 2.072 -4.683 -2.996
C 2.646 -4.524 -4.382
C 2.903 -5.897 -5.065
C 1.689 -6.616 -5.453
N 0.690 -7.120 -5.708
H 1.716 -3.740 -2.582
H 2.790 -5.085 -2.273
H 1.203 -5.352 -2.999
H 3.587 -4.002 -4.244
H 1.973 -3.866 -4.894
H 3.546 -6.529 -4.428
H 3.465 -5.680 -5.984

Its net charge is +1. The total energy is -3579.317290 Ha.

Entry 2:
ORCA calculation (ωB97M-V/def2-TZVPD) on a cluster of 2 separate species, C3H10N2 in total at a distorted geometry.

Positions of all 15 atoms, in Å:
C 2.616 -1.898 1.615
N 2.331 -0.910 0.467
H 2.555 -1.362 2.456
H 3.591 -2.251 1.521
H 1.828 -2.665 1.589
H 2.940 -0.190 0.354
H 2.616 -1.386 -0.385
C -3.034 1.711 -0.894
C -2.027 0.757 -1.166
N -0.746 0.764 -0.511
H -3.177 2.705 -1.330
H -3.337 1.708 0.127
H -2.348 -0.333 -1.421
H -0.489 -0.141 -0.126
H -0.609 1.517 0.190

As for the SMILES: C=CN.CN. The total energy is -229.626619 Ha.

Entry 3:
ORCA calculation (ωB97M-V/def2-TZVPD) on an isolated molecule of CH6NPS at a distorted geometry.

Positions of all 10 atoms, in Å:
C -1.013 0.291 -0.828
N 1.329 -1.163 -0.003
P -0.232 0.154 0.845
S 0.698 1.957 1.238
H -0.272 0.666 -1.566
H -1.987 0.732 -0.983
H -1.317 -0.814 -1.003
H 1.149 -1.938 0.650
H 0.717 -1.366 -0.779
H 0.929 1.482 2.427

As for the SMILES: CP(N)S. The total energy is -835.948529 Ha.

Entry 4:
ORCA calculation (ωB97M-V/def2-TZVPD) on an isolated molecule of C3H9N5 at a distorted geometry.

Positions of all 17 atoms, in Å:
C 1.620 0.955 0.916
C 0.594 -0.627 -0.772
C -0.660 -1.100 -1.221
H 2.352 -0.030 1.056
H 1.385 1.322 2.110
H 1.856 1.879 0.187
H -1.412 0.182 1.201
H -0.319 -1.032 1.898
H 2.637 -0.761 -0.697
H -0.551 -1.989 -1.899
H -1.752 1.262 -0.355
H -3.243 0.814 -0.956
N 0.333 0.355 0.324
N -0.422 -0.063 1.422
N 1.800 -0.888 -1.368
N -1.893 -0.711 -1.257
N -2.324 0.431 -0.589

As for the SMILES: [H]/N=C(/C=N\N)N(C)N. The total energy is -393.303507 Ha.

Entry 5:
ORCA calculation (ωB97M-V/def2-TZVPD) on the ion C4H9N2 with charge +1 at a distorted geometry.

Positions of all 15 atoms, in Å:
C -0.709 -0.651 0.790
C -0.737 -0.692 -0.685
C 0.500 -0.130 -0.008
C 0.792 1.354 -0.037
N 1.631 -0.932 -0.101
N -1.756 0.172 -0.092
H -1.019 -1.304 1.577
H -0.926 -1.437 -1.433
H 0.713 1.736 -1.050
H 1.817 1.512 0.290
H 0.151 1.931 0.625
H 1.487 -1.931 -0.112
H 2.420 -0.653 0.459
H -2.717 -0.160 -0.071
H -1.648 1.184 -0.153

As for the SMILES: C[C@]1(N)[C@@H]2[NH2+][C@@H]21. Its net charge is +1. The total energy is -266.979003 Ha.

Entry 6:
ORCA calculation (ωB97M-V/def2-TZVPD) on a structure of composition C51H48N9NaO5S.

Positions of all 115 atoms, in Å:
Na -0.304 -0.206 -0.299
C -1.625 3.676 1.976
C -1.387 2.327 1.347
N -0.609 2.131 0.362
N 0.154 3.215 -0.052
C -0.337 4.058 -0.908
N 0.614 4.971 -1.399
S -1.941 4.223 -1.511
C -2.078 1.167 1.986
C -3.464 1.332 2.340
C -4.090 0.459 3.142
C -3.513 -0.868 3.521
C -1.496 -2.324 2.967
N -1.430 0.089 2.330
H -1.976 4.372 1.212
H -2.341 3.623 2.793
H -0.675 4.052 2.366
H 1.443 5.015 -0.822
H 0.201 5.863 -1.614
H -3.971 2.182 1.905
H -5.135 0.591 3.394
H -3.614 -1.028 4.631
H -0.578 -2.552 3.509
C 0.033 -2.911 1.061
C -1.270 -2.686 1.514
C -2.328 -2.838 0.621
C -2.081 -3.205 -0.698
C -0.786 -3.424 -1.141
C 0.274 -3.274 -0.257
H 0.867 -2.750 1.737
H -2.287 -2.968 3.361
H -3.329 -2.624 0.979
H -2.907 -3.261 -1.397
H -0.598 -3.651 -2.184
H 1.295 -3.397 -0.604
C -0.173 3.082 -4.633
O 0.664 1.932 -4.587
C 1.052 1.362 -5.735
C 0.831 1.887 -7.001
C 1.333 1.240 -8.129
C 2.043 0.061 -8.001
C 2.225 -0.494 -6.736
C 1.737 0.130 -5.599
N 1.940 -0.396 -4.321
C 0.912 -0.535 -3.365
N -0.310 -0.688 -3.912
C -1.634 -0.456 -3.403
C -1.944 -0.253 -2.061
C -3.322 -0.058 -1.829
C -4.295 -0.068 -2.813
C -3.933 -0.259 -4.147
C -2.594 -0.443 -4.432
O -2.121 -0.629 -5.733
C -2.937 -0.169 -6.779
N 1.152 -0.534 -2.105
C 2.426 -0.455 -1.552
C 2.696 0.532 -0.604
C 3.885 0.544 0.111
C 4.840 -0.433 -0.109
C 4.599 -1.431 -1.048
C 3.406 -1.444 -1.753
O 3.101 -2.411 -2.692
C 3.843 -3.606 -2.650
H -0.395 3.351 -3.604
H -1.111 2.846 -5.143
H 0.331 3.908 -5.143
H 0.285 2.815 -7.104
H 1.160 1.671 -9.108
H 2.434 -0.445 -8.874
H 2.740 -1.441 -6.620
H 2.744 -0.983 -4.172
H -0.303 -0.723 -4.919
H -3.664 0.116 -0.807
H -5.341 0.082 -2.562
H -4.678 -0.255 -4.933
H -2.323 -0.173 -7.679
H -3.296 0.846 -6.584
H -3.805 -0.820 -6.937
H 1.944 1.292 -0.415
H 4.039 1.305 0.865
H 5.763 -0.442 0.458
H 5.339 -2.203 -1.212
H 3.342 -4.302 -3.320
H 3.860 -4.024 -1.639
H 4.874 -3.462 -2.990
O -4.216 -1.731 2.783
C -1.953 -0.886 3.324
N -1.349 -0.339 4.525
C 0.109 -0.288 4.559
C 0.689 -0.378 3.096
O 1.889 -0.640 2.977
N -0.075 -0.082 2.040
C 0.735 -1.384 5.429
C 2.111 -1.368 5.680
C 2.698 -2.326 6.487
C 1.927 -3.324 7.074
C 0.565 -3.351 6.835
C -0.022 -2.388 6.018
C 0.498 1.095 5.121
C 0.544 1.307 6.496
C 0.797 2.570 7.016
C 1.018 3.642 6.165
C 0.981 3.439 4.792
C 0.721 2.179 4.274
H -1.787 -0.661 5.375
H 2.713 -0.599 5.218
H 3.768 -2.296 6.657
H 2.388 -4.074 7.706
H -0.055 -4.125 7.273
H -1.086 -2.455 5.825
H 0.383 0.476 7.173
H 0.824 2.711 8.090
H 1.221 4.628 6.567
H 1.157 4.265 4.113
H 0.706 2.037 3.198

Its net charge is -2. The total energy is -3401.694864 Ha.

Entry 7:
ORCA calculation (ωB97M-V/def2-TZVPD) on a cluster of 2 separate species, C4H9FOS in total at a distorted geometry.

Positions of all 16 atoms, in Å:
C -1.433 0.937 -0.343
C 3.009 0.741 -0.091
C -2.505 -0.127 -0.389
C 2.669 -0.598 -0.144
O -1.180 -1.143 1.694
F 1.606 -1.141 0.477
S -1.801 -1.712 0.199
H -1.627 1.997 -0.606
H -1.177 1.081 0.681
H -0.460 0.541 -0.822
H 2.285 1.323 0.375
H -0.247 -1.405 1.729
H 3.828 1.185 -0.651
H -2.734 -0.458 -1.522
H -3.386 0.195 0.055
H 3.152 -1.415 -0.641

As for the SMILES: C=CF.CCSO. The total energy is -731.008119 Ha.

Entry 8:
ORCA calculation (ωB97M-V/def2-TZVPD) on an isolated molecule of C6H11P at a distorted geometry.

Positions of all 18 atoms, in Å:
C 1.071 -1.543 0.206
C -0.259 -1.438 0.331
C 1.880 -0.472 -0.456
C 1.636 0.923 0.154
C -1.005 -0.298 -0.174
C -2.512 -0.305 -0.153
P -0.183 1.195 0.130
H 1.599 -2.413 0.564
H -0.821 -2.265 0.744
H 2.943 -0.711 -0.418
H 1.575 -0.414 -1.510
H 1.967 0.981 1.195
H 2.133 1.708 -0.419
H -2.928 -0.582 0.817
H -2.872 -1.025 -0.888
H -2.895 0.680 -0.424
H -0.241 2.156 1.211
H -0.522 2.109 -0.867

As for the SMILES: CC1=[PH2]CCC=C1. The total energy is -576.475518 Ha.